# 1
DFT (wB97M-V/def2-TZVPD) results for a single C4H8O2 molecule in a non-equilibrium geometry.

Geometry as XYZ:
```
14
C4H8O2 wB97M-V/def2-TZVPD
O -1.04447 0.33913 -0.56480
O -0.44481 -0.18394 -2.93080
C 0.10028 -0.17470 0.09988
C -1.24832 -0.20109 -2.07214
C 1.19073 0.87412 0.02449
C -0.26112 -0.55430 1.53385
H -1.05647 -1.30726 1.55789
H 0.42708 -1.08437 -0.43321
H 1.40355 1.11078 -1.02275
H 0.85044 1.79097 0.51923
H 0.61611 -0.96020 2.05515
H 2.10644 0.52535 0.50935
H -0.61010 0.32880 2.07919
H -2.02933 -0.50329 -1.35534
```

HOMO-LUMO gap	10.7	eV
structure (SMILES)	CC(C)OC=O
HOMO energy	-9.90	eV
spin multiplicity	1
E_LUMO	0.8	eV
max |F|	3.16	eV Å⁻¹
ΔE to the lowest compared entry with this formula, charge and spin	3.020	eV

# 2
DFT (wB97M-V/def2-TZVPD) results for a single C4H8O2 molecule.

Geometry as XYZ:
```
14
C4H8O2 wB97M-V/def2-TZVPD
O 0.68078 2.02165 -1.13065
O -0.43628 -0.39092 1.24422
C 0.57243 -1.36975 1.10564
C 0.04074 1.08408 -0.70530
C -0.08309 0.89400 0.80783
C -0.69218 0.12082 -1.61081
H -1.71788 -0.03339 -1.26190
H -0.20647 -0.86214 -1.60846
H -0.68856 0.51627 -2.62883
H 0.40563 -1.98993 0.21480
H 0.53902 -2.01680 1.98735
H -0.88673 1.55854 1.15045
H 1.57222 -0.91667 1.03736
H 0.85183 1.24988 1.26631
```

HOMO-LUMO gap	10.4	eV
structure (SMILES)	COCC(C)=O
HOMO energy	-9.50	eV
spin multiplicity	1
E_LUMO	0.9	eV
max |F|	0.47	eV Å⁻¹
ΔE to the lowest compared entry with this formula, charge and spin	1.415	eV

# 3
DFT (wB97M-V/def2-TZVPD) results for a single C4H8O2 molecule.

Geometry as XYZ:
```
14
C4H8O2 wB97M-V/def2-TZVPD
O 1.16494 -0.93991 -0.65312
O -1.88225 -1.07723 0.12743
C -1.61402 0.19874 -0.42248
C -0.34658 0.84579 0.16920
C 0.66871 -0.22259 0.47774
C 2.07872 -0.15633 0.10602
H 0.40357 -0.86744 1.31632
H 2.80546 -0.73030 0.68106
H -0.58097 1.38321 1.09576
H -1.22041 -1.68097 -0.23709
H 0.06204 1.57077 -0.54577
H -2.49176 0.81308 -0.20395
H 2.47166 0.72799 -0.39604
H -1.51910 0.13518 -1.51508
```

HOMO-LUMO gap	11.4	eV
structure (SMILES)	OCC[C@@H]1CO1
HOMO energy	-10.33	eV
spin multiplicity	1
E_LUMO	1.1	eV
max |F|	0.38	eV Å⁻¹
ΔE to the lowest compared entry with this formula, charge and spin	2.143	eV

# 4
DFT (wB97M-V/def2-TZVPD) results for a molecular structure, C4H8O2 in a non-equilibrium geometry.

Geometry as XYZ:
```
14
C4H8O2 wB97M-V/def2-TZVPD
O -0.88085 1.41586 -0.67979
O 1.32194 0.26444 -0.24315
C -1.21302 -0.43394 0.94334
C 0.29580 1.66555 -0.92915
C 0.79839 -0.99632 -0.51168
C 0.23110 -0.60658 0.75876
H 1.55874 -1.76112 -0.53078
H 0.08014 -1.03666 -1.33423
H -1.11569 -1.51910 1.26099
H 0.67653 1.58432 -1.96548
H -1.56448 0.17515 1.78424
H 0.90045 2.35234 -0.30964
H -1.84510 -0.36170 0.05844
H 0.75604 -0.74225 1.69812
```

HOMO-LUMO gap	9.7	eV
HOMO energy	-8.72	eV
spin multiplicity	1
E_LUMO	0.9	eV
max |F|	2.05	eV Å⁻¹
ΔE to the lowest compared entry with this formula, charge and spin	4.581	eV

# 5
DFT (wB97M-V/def2-TZVPD) results for a gas-phase ion, C4H8O2P (charge -1) in a non-equilibrium geometry.

Geometry as XYZ:
```
15
C4H8O2P wB97M-V/def2-TZVPD
P 1.27501 -0.28452 0.11430
O 2.56848 -0.19738 0.82447
O 1.49050 0.36653 -1.40183
C -1.35233 0.36717 0.59353
C 0.03541 0.95360 0.66372
C -1.17652 -0.81618 -0.41948
C 0.21331 -1.61398 0.19373
H -1.64764 -0.04738 1.51901
H 2.23194 0.94759 -1.51057
H 0.25738 1.34515 1.68979
H -1.94232 -1.56516 -0.72268
H -0.92095 -0.32604 -1.43404
H 0.35437 1.95096 0.09425
H -1.97755 1.23635 0.31179
H 0.59090 -2.31672 -0.51599
```

HOMO-LUMO gap	7.0	eV
structure (SMILES)	[O-][P@@]1(O)=CCCC1
HOMO energy	-2.92	eV
spin multiplicity	1
E_LUMO	4.0	eV
net charge	-1
max |F|	3.95	eV Å⁻¹
ΔE to the lowest compared entry with this formula, charge and spin	1.662	eV

# 6
DFT (wB97M-V/def2-TZVPD) results for a single C4H8O2S molecule in a non-equilibrium geometry.

Geometry as XYZ:
```
15
C4H8O2S wB97M-V/def2-TZVPD
S 1.13422 1.22721 0.78367
O 0.20957 -0.79155 -0.82516
O 0.34104 2.01666 1.71674
C -0.61017 -1.22359 -1.92991
C -0.17519 0.28292 -0.11430
C 1.79494 -0.18200 1.74608
C -1.77295 1.03999 -0.16766
H 2.24258 0.37140 2.61679
H -2.29016 0.79963 -0.99012
H 1.01773 -0.68431 2.10365
H 2.45644 -0.73944 0.95713
H -1.09861 -0.41291 -2.55721
H -1.51023 -1.54399 -1.34206
H 0.04071 -2.02241 -2.35979
H -1.77991 1.86239 0.36214
```

HOMO-LUMO gap (alpha / beta)	8.5 / 8.1	eV
HOMO energy (alpha / beta)	-8.25 / -7.91	eV
spin multiplicity	1
E_LUMO (alpha / beta)	0.2 / 0.2	eV
max |F|	11.32	eV Å⁻¹
ΔE to the lowest compared entry with this formula, charge and spin	6.663	eV